[1]
83
Properties=species:S:1:pos:R:3:mulliken_spin:R:1 method="wB97M-V/def2-TZVPD" total_energy_ev=-77311.89438 e_homo_ha="-0.401 / -0.408" gap_ev="6.105 / 7.169" charge=+1 spin_multiplicity=5 s_squared=6.087
Mn -0.25866 0.07252 -0.24012 3.957
O -1.87246 3.30557 1.43687 0.025
O -1.81856 -1.48523 -3.59746 0.028
N -0.30704 1.71530 0.79350 -0.011
N -0.48092 -1.02543 -1.76697 -0.088
N -1.69530 -0.95868 1.08027 0.021
N -1.71462 1.00441 -1.16330 -0.062
C -2.95740 -2.46118 3.89465 0.001
C -4.03708 2.00321 -2.10074 0.014
C 2.18677 -0.32939 -2.83176 0.017
C -1.22954 -3.80068 -1.11833 0.003
C -2.55121 -1.32073 1.74565 0.034
C 2.70052 -2.74711 -2.52636 0.000
C 2.13339 4.44721 -0.97136 0.000
C 0.93989 0.06190 2.86640 0.029
C -2.26250 2.03097 -0.52530 0.034
C 0.47289 -2.07500 -1.95106 -0.018
C -2.28569 0.40699 -2.20531 0.037
C -3.44430 2.57327 -0.97666 -0.006
C 0.80511 2.23699 1.54494 0.026
C -1.89614 -4.79272 -2.07716 0.000
C 0.14743 -3.40103 -1.61441 0.008
C 1.66560 -0.97446 1.98325 -0.022
C 2.39566 -4.05713 -2.19731 -0.007
C 1.12444 -4.37868 -1.75760 0.002
C 0.92941 4.29011 -0.02768 -0.002
C 2.91826 3.28859 3.03329 0.002
C 1.11641 -0.34408 4.33066 0.004
C -1.46879 2.44965 0.69097 0.007
C 0.35289 5.66864 0.32118 0.000
C 1.75342 -1.73628 -2.42952 -0.027
C -1.14903 -4.37512 0.30261 -0.003
C 1.40878 1.46848 2.56195 -0.039
C -3.46307 0.89453 -2.72130 -0.008
C 1.29469 0.38013 -3.86327 0.005
C 2.37562 4.00816 1.98675 -0.007
C 2.43668 0.57999 -1.62093 -0.017
C 1.34016 3.50016 1.20982 -0.017
C -1.51783 -0.82101 -2.64034 0.033
C 2.45249 2.01497 3.29637 -0.006
C -3.58542 -1.82579 2.64103 0.001
H 1.89362 1.09491 -4.43135 0.000
H 3.71898 3.70744 3.63131 0.000
H -0.52184 5.58150 0.96139 0.000
H -3.87652 3.41353 -0.44714 0.000
H -0.70179 -3.65616 0.99494 0.002
H 3.13685 0.13488 -0.91255 0.003
H -1.85103 -2.91055 -1.08814 0.004
H -4.18355 -2.55135 2.09044 0.000
H -2.35192 -1.73285 4.43353 0.000
H -0.12273 0.03083 2.66280 0.007
H 0.17705 3.72499 -0.57644 -0.001
H 0.71188 0.41996 4.99666 0.000
H 2.77534 4.98996 1.75535 0.000
H -4.96195 2.41186 -2.48646 0.000
H 1.53423 -1.98652 2.36843 -0.001
H 3.14822 -4.82947 -2.29265 0.000
H 2.90616 1.44316 4.09800 0.000
H 0.85182 -0.32457 -4.56838 0.001
H 2.16887 -0.49965 4.58357 0.000
H 0.59221 -1.28356 4.51957 0.000
H -3.74834 -2.80934 4.55498 0.000
H -1.34735 -5.73744 -2.11529 0.000
H 1.34530 -1.01850 0.93161 0.000
H 0.88465 -5.41156 -1.52780 -0.001
H -3.90920 0.40451 -3.57698 0.000
H 1.80050 4.79319 -1.95339 0.000
H 3.15747 -0.46602 -3.30738 0.000
H 2.84147 5.18025 -0.58097 0.000
H 1.50909 0.81054 -1.08846 0.032
H -0.54290 -5.28356 0.32317 0.000
H 1.10061 6.26967 0.84420 0.000
H 2.83550 1.54395 -1.94472 0.002
H -2.32966 -3.31036 3.62590 0.000
H -2.14979 -4.63406 0.66829 0.000
H -1.94100 -4.37909 -3.08638 0.000
H -4.23870 -0.99665 2.91305 0.001
H 2.73310 -0.75621 1.93611 0.001
H 0.06764 6.20317 -0.58874 0.000
H 0.49079 0.94133 -3.38401 0.002
H -2.91613 -5.01031 -1.74881 0.000
H 3.69581 -2.50353 -2.88276 0.000
H 2.66226 3.49964 -1.10045 0.000

[2]
91
Properties=species:S:1:pos:R:3:mulliken_charge:R:1 method="wB97M-V/def2-TZVPD" total_energy_ev=-145382.08667 e_homo_ha=-0.374 gap_ev=6.358 charge=+1
Ga 1.35966 2.27599 -1.78912 0.572
S 0.84480 2.72686 -3.93200 -0.455
S 2.80073 3.23040 -0.21951 -0.488
S 2.99350 0.69516 -2.45546 -0.499
S -0.42472 3.64269 0.29834 -0.052
O -0.29446 3.88411 -1.34519 -0.020
O -1.83994 5.51627 -1.24033 -0.565
N 0.63249 -1.80175 -0.63861 0.201
N 1.57169 1.00964 0.77466 0.524
N -1.59306 -0.11143 0.29433 -0.383
N 1.30961 0.06074 1.70962 -0.515
N 0.99857 -0.59557 -1.16696 0.450
N -0.90777 0.99332 0.07200 0.230
C 2.54122 1.93726 0.89152 1.332
C 0.89214 -2.89448 -1.31611 -0.334
C -4.97870 -1.37593 0.35842 -1.965
C 0.97862 -4.23372 -0.56848 2.678
C 1.53780 -0.38683 5.18376 -1.874
C 2.91612 -2.03291 3.87709 -1.610
C 2.38357 -1.54047 -4.52440 -1.864
C -1.02195 4.91014 -3.39952 0.441
C -1.92237 6.11748 -5.30357 -0.679
C 2.23852 -4.12546 0.30812 -1.521
C -1.83018 5.92096 -3.94759 -0.825
C -1.19467 5.28478 -6.14719 -0.537
C -0.21634 -4.53470 0.32515 -1.387
C 3.38925 1.86498 2.04507 0.375
C 4.51965 2.83463 2.22370 -1.959
C 1.16761 -5.40191 -1.54165 -2.432
C -0.26916 4.07094 -4.24684 0.925
C 1.84360 -0.55926 -2.23641 1.238
C -2.78874 -2.51388 0.73729 -1.601
C -1.12107 4.85916 -1.92640 0.504
C -0.38937 4.29411 -5.62747 -1.071
C -1.45421 2.21024 0.26790 0.325
C 1.29211 -2.81570 -2.67160 -0.939
C -2.81355 2.36062 0.56352 0.736
C -3.81688 -1.18913 2.58437 -1.429
C 3.12813 0.90080 2.95740 -0.558
C 1.81938 -1.66169 -3.13716 0.171
C 1.72820 -1.06079 3.81625 2.318
C -3.53248 1.20104 0.68818 -0.224
C -3.61553 -1.28497 1.06048 2.390
C -3.48048 3.69665 0.75343 -1.704
C -2.88007 -0.02385 0.63506 -0.396
C 2.04527 0.00202 2.77748 0.049
C 0.45574 -1.82055 3.44713 -1.762
B 0.63102 0.82249 -0.47507 -0.643
H -0.08698 -5.52386 0.77028 0.585
H 2.72003 -2.80795 4.62058 0.482
H 1.23836 -1.13513 5.92040 0.461
H -1.76189 -2.38706 1.07313 -0.087
H -1.25006 5.41489 -7.22102 0.387
H -4.36158 -2.06949 2.93214 0.464
H -0.29259 -3.81202 1.13237 -0.005
H 4.14623 3.85754 2.30723 0.389
H 0.75733 0.37756 5.14218 0.372
H -5.41811 -2.35224 0.57042 0.450
H -4.59661 1.24298 0.88181 0.406
H -2.38370 6.54966 -3.26427 0.472
H -4.87654 -1.28419 -0.72556 0.397
H 3.13143 -3.94545 -0.29757 0.411
H 3.84095 -1.52496 4.16216 0.373
H 2.38508 -5.05593 0.86293 0.470
H -2.85611 -1.15594 3.10456 0.125
H -1.14893 -4.54017 -0.23990 0.315
H 2.45559 0.07966 5.54783 0.373
H 1.79257 -0.83111 -5.10706 0.303
H -4.50065 3.54882 1.10162 0.402
H 3.75727 0.81707 3.83565 0.393
H 2.06388 -5.29691 -2.15692 0.493
H 0.30360 -5.53255 -2.19947 0.423
H 3.07961 -2.51698 2.91239 0.251
H 3.40253 -1.16163 -4.50525 0.413
H 5.18432 2.81253 1.35912 0.410
H -3.49900 4.26244 -0.17753 0.254
H 2.13410 -3.30593 1.02094 0.012
H -0.42041 -1.16835 3.50348 0.310
H 1.28078 -6.31860 -0.96073 0.455
H -4.39206 -0.30304 2.86557 0.402
H -3.21990 -3.39136 1.22530 0.486
H -2.76700 -2.69328 -0.34109 0.479
H 5.08827 2.59441 3.12042 0.395
H 2.37162 -2.50859 -5.02225 0.383
H 0.18459 3.66345 -6.29467 0.449
H -5.69007 -0.62453 0.70630 0.400
H -2.54823 6.90447 -5.70278 0.407
H 0.31738 -2.64507 4.14881 0.512
H -2.94706 4.31275 1.47449 0.416
H 0.50078 -2.21697 2.43077 -0.054
H 1.24787 -3.68745 -3.31036 0.596